Record 1
# C3H13NO3S

A cluster of 3 separate species, C3H13NO3S in total in a non-equilibrium geometry (ωB97M-V/def2-TZVPD, OMol25).

Cartesian coordinates (Å):
N  -0.571  -1.108  0.681
C  -0.311  0.252  1.083
C  -1.517  1.223  0.805
O  -2.209  1.102  1.970
C  0.927  0.958  0.367
S  2.534  0.130  1.215
H  -0.411  -1.260  -0.232
H  -1.505  -1.342  0.875
H  -0.066  0.109  2.234
H  -2.167  0.941  -0.131
H  -1.181  2.212  0.660
H  -2.459  1.959  2.404
H  0.909  2.066  0.397
H  1.121  0.693  -0.690
H  3.407  0.359  0.291
O  -1.401  -2.543  -2.847
H  -1.149  -1.867  -2.207
H  -1.926  -3.105  -2.221
O  0.393  0.266  -3.187
H  -0.303  0.008  -2.688
H  0.323  -0.286  -3.915

HOMO-LUMO gap: 9.3 eV
Structure (SMILES): N[C@H](CO)CS.O.O
LUMO energy: 0.3 eV

Here are the Mulliken charges for atoms 1 to 6, given in e: atom 1 (N): -0.51, atom 2 (C): 0.11, atom 3 (C): -0.60, atom 4 (O): -0.52, atom 5 (C): -0.51, atom 6 (S): -0.23


Record 2
# C21H19Cl2N4O2SiTa

A structure of composition C21H19Cl2N4O2SiTa (ωB97M-V/def2-TZVPD, OMol25).

Cartesian coordinates (Å):
Ta  0.093  -0.694  0.440
Cl  -0.738  5.322  3.833
C  -1.053  3.915  2.908
C  0.021  3.105  2.558
C  -0.227  1.972  1.801
N  0.708  0.966  1.399
C  2.090  1.149  1.659
O  2.602  2.132  2.103
C  2.905  -0.062  1.319
C  4.237  -0.175  1.639
C  4.896  -1.347  1.285
C  4.204  -2.359  0.627
C  2.866  -2.180  0.354
N  2.223  -1.047  0.707
C  -1.523  1.646  1.413
C  -2.598  2.438  1.775
C  -2.352  3.584  2.522
Cl  -3.682  4.569  2.962
N  -1.567  0.390  0.733
C  -2.783  -0.054  0.146
O  -3.764  0.604  -0.018
C  -2.714  -1.485  -0.296
C  -3.812  -2.186  -0.731
C  -3.634  -3.508  -1.122
C  -2.367  -4.077  -1.076
C  -1.308  -3.308  -0.642
N  -1.481  -2.028  -0.256
H  1.007  3.386  2.879
H  4.729  0.645  2.145
H  5.945  -1.473  1.519
H  4.693  -3.276  0.334
H  2.292  -2.945  -0.158
H  -3.611  2.210  1.495
H  -4.776  -1.695  -0.755
H  -4.478  -4.094  -1.461
H  -2.195  -5.102  -1.373
H  -0.304  -3.715  -0.604
C  1.694  -0.539  -2.785
Si  0.351  0.455  -1.958
C  -1.284  0.281  -2.820
C  0.828  2.217  -1.647
H  1.821  -0.193  -3.815
H  1.454  -1.604  -2.843
H  2.655  -0.414  -2.283
H  -1.173  0.731  -3.813
H  -2.086  0.827  -2.321
H  -1.577  -0.759  -2.974
H  0.915  2.737  -2.606
H  1.790  2.303  -1.140
H  0.070  2.737  -1.059

HOMO-LUMO gap: 5.6 eV
Total charge: +2
LUMO energy: -8.1 eV

Here are the Mulliken charges for atoms 1 to 6, given in e: atom 1 (Ta): 0.82, atom 2 (Cl): -0.14, atom 3 (C): 0.03, atom 4 (C): -1.12, atom 5 (C): 0.40, atom 6 (N): 0.19


Record 3
# C53H46F4GaNO2SSbTe

A structure of composition C53H46F4GaNO2SSbTe (ωB97M-V/def2-TZVPD, OMol25).

Cartesian coordinates (Å):
Ga  -0.732  0.569  1.709
F  -3.854  -8.132  -2.326
C  -3.561  -6.855  -2.011
C  -2.878  -6.599  -0.842
C  -2.584  -5.276  -0.533
C  -2.962  -4.232  -1.371
C  -3.648  -4.541  -2.545
C  -3.955  -5.852  -2.876
Sb  -2.440  -2.229  -0.808
C  -2.129  -1.550  -2.811
C  -1.328  -2.331  -3.643
C  -0.993  -1.916  -4.923
C  -1.476  -0.698  -5.361
F  -1.159  -0.283  -6.604
C  -2.270  0.108  -4.571
C  -2.591  -0.328  -3.293
C  -4.429  -1.471  -0.570
C  -5.352  -1.332  -1.604
C  -6.622  -0.824  -1.372
C  -6.960  -0.466  -0.082
F  -8.190  0.033  0.150
C  -6.082  -0.594  0.976
C  -4.813  -1.098  0.717
H  -2.589  -7.417  -0.196
H  -2.049  -5.064  0.388
H  -3.937  -3.751  -3.230
H  -4.486  -6.104  -3.785
H  -0.950  -3.287  -3.293
H  -0.372  -2.515  -5.576
H  -2.623  1.058  -4.950
H  -3.210  0.311  -2.671
H  -5.080  -1.607  -2.617
H  -7.345  -0.707  -2.169
H  -6.392  -0.304  1.972
H  -4.115  -1.200  1.544
C  8.367  0.133  -0.202
C  6.875  0.047  -0.035
C  6.051  1.107  -0.384
C  4.667  1.041  -0.240
C  3.826  2.231  -0.613
C  4.115  -0.136  0.266
Te  1.968  -0.219  0.496
N  -0.238  0.432  -0.072
C  -0.326  1.499  -0.914
O  0.608  1.944  -1.574
C  -1.706  2.111  -1.089
C  -2.827  1.736  -0.358
C  -4.065  2.313  -0.598
C  -4.193  3.274  -1.590
C  -3.080  3.659  -2.327
C  -1.845  3.085  -2.074
C  1.625  -1.949  -0.662
C  1.973  -1.931  -2.018
C  2.488  -0.702  -2.713
C  1.801  -3.100  -2.757
C  1.279  -4.255  -2.195
C  1.059  -5.493  -3.018
C  0.915  -4.227  -0.855
C  1.077  -3.091  -0.068
C  0.665  -3.171  1.376
C  4.914  -1.218  0.651
C  4.350  -2.488  1.225
C  6.290  -1.101  0.485
H  8.660  1.083  -0.645
H  8.735  -0.668  -0.844
H  8.874  0.038  0.760
H  6.492  2.015  -0.782
H  4.436  2.990  -1.101
H  3.375  2.691  0.271
H  3.001  1.968  -1.278
H  -2.790  0.940  0.378
H  -4.926  1.990  -0.029
H  -5.160  3.719  -1.791
H  -3.177  4.409  -3.101
H  -0.966  3.368  -2.637
H  1.807  0.141  -2.574
H  2.589  -0.890  -3.782
H  3.467  -0.406  -2.330
H  2.065  -3.091  -3.809
H  1.484  -5.385  -4.016
H  -0.009  -5.703  -3.125
H  1.512  -6.367  -2.547
H  0.482  -5.115  -0.405
H  -0.033  -3.997  1.516
H  0.167  -2.276  1.739
H  1.531  -3.357  2.018
H  3.640  -2.279  2.029
H  5.148  -3.105  1.635
H  3.824  -3.070  0.467
H  6.921  -1.935  0.775
C  1.855  8.703  8.863
C  1.532  7.587  7.902
O  1.340  6.451  8.233
S  1.482  8.145  6.200
C  1.008  6.650  5.381
C  1.894  5.580  5.307
C  1.530  4.425  4.642
C  0.279  4.334  4.028
C  -0.607  5.407  4.108
C  -0.243  6.557  4.786
C  -0.082  3.146  3.315
C  -0.381  2.145  2.706
H  2.487  8.308  9.657
H  0.920  9.049  9.304
H  2.342  9.544  8.372
H  2.863  5.652  5.782
H  2.210  3.585  4.593
H  -1.581  5.331  3.643
H  -0.935  7.386  4.861
F  -1.538  -0.742  2.557

HOMO-LUMO gap (alpha / beta): 8.1 / 6.7 eV
2S+1: 2
⟨S²⟩: 0.758
LUMO energy (alpha / beta): 0.2 / -1.6 eV

Here are the Mulliken charges for atoms 1 to 6, given in e: atom 1 (Ga): 0.30, atom 2 (F): -0.35, atom 3 (C): 0.34, atom 4 (C): -0.64, atom 5 (C): -0.45, atom 6 (C): 0.29


Record 4
# C20H53FN2O23S7

A cluster of 7 separate species, C20H53FN2O23S7 in total in a non-equilibrium geometry (ωB97M-V/def2-TZVPD, OMol25).

Cartesian coordinates (Å):
N  0.145  -2.252  2.850
C  -0.603  -2.785  1.734
N  0.204  -3.565  0.856
O  -1.152  -1.610  1.061
S  -2.702  -1.396  1.315
O  -3.436  -1.803  0.168
O  -2.906  -0.105  1.864
O  -2.849  -2.498  2.450
C  -1.863  -3.533  2.261
O  -2.289  -4.478  1.393
F  -1.689  -4.045  3.497
H  0.443  -1.303  2.631
H  0.972  -2.825  2.989
H  0.625  -2.899  0.202
H  -0.361  -4.182  0.274
H  -3.197  -4.765  1.644
C  3.987  1.037  -1.953
C  2.619  0.657  -1.428
O  1.641  0.541  -2.491
S  1.710  -0.733  -3.432
C  0.167  -0.493  -4.238
O  1.651  -1.916  -2.618
O  2.766  -0.592  -4.388
H  4.409  0.243  -2.569
H  4.670  1.224  -1.124
H  3.912  1.934  -2.568
H  2.647  -0.273  -0.858
H  2.240  1.442  -0.776
H  -0.632  -0.583  -3.507
H  0.090  -1.272  -4.994
H  0.171  0.491  -4.702
C  -4.117  -4.352  5.356
C  -3.101  -4.560  6.452
O  -3.605  -5.410  7.519
S  -3.733  -6.960  7.214
C  -3.977  -7.499  8.870
O  -2.479  -7.444  6.717
O  -4.924  -7.213  6.458
H  -4.318  -5.286  4.832
H  -3.740  -3.636  4.627
H  -5.054  -3.982  5.777
H  -2.174  -4.986  6.069
H  -2.857  -3.625  6.952
H  -3.078  -7.290  9.444
H  -4.163  -8.570  8.822
H  -4.840  -6.981  9.280
C  3.910  4.963  3.896
C  2.521  4.564  4.341
O  1.575  4.485  3.242
S  1.680  3.237  2.270
C  0.147  3.472  1.440
O  1.629  2.034  3.046
O  2.752  3.439  1.337
H  4.368  4.198  3.272
H  4.536  5.112  4.777
H  3.879  5.892  3.325
H  2.519  3.610  4.870
H  2.088  5.315  4.999
H  -0.664  3.339  2.150
H  0.093  2.717  0.656
H  0.131  4.469  1.006
C  0.512  5.690  -6.285
C  1.847  5.976  -5.635
O  1.770  6.060  -4.184
S  1.615  4.714  -3.369
C  1.923  5.377  -1.771
O  2.684  3.828  -3.731
O  0.259  4.255  -3.425
H  0.148  4.695  -6.033
H  0.627  5.752  -7.367
H  -0.239  6.413  -5.964
H  2.599  5.235  -5.908
H  2.222  6.954  -5.929
H  2.947  5.738  -1.722
H  1.773  4.566  -1.060
H  1.213  6.180  -1.586
C  -6.745  -1.800  1.519
C  -6.366  -2.612  2.736
O  -6.809  -3.995  2.659
S  -6.017  -4.956  1.683
C  -6.643  -6.482  2.287
O  -4.610  -4.852  1.987
O  -6.442  -4.760  0.332
H  -6.221  -2.144  0.628
H  -6.479  -0.757  1.693
H  -7.816  -1.867  1.330
H  -5.289  -2.603  2.912
H  -6.857  -2.236  3.632
H  -6.324  -6.614  3.319
H  -6.226  -7.260  1.651
H  -7.727  -6.465  2.204
C  5.351  1.109  -5.989
C  5.357  2.521  -5.457
O  6.261  3.397  -6.192
S  5.807  3.886  -7.624
C  7.036  5.125  -7.845
O  4.512  4.493  -7.512
O  6.003  2.851  -8.592
H  4.931  1.062  -6.993
H  4.745  0.486  -5.336
H  6.366  0.710  -6.030
H  4.362  2.966  -5.453
H  5.740  2.558  -4.439
H  6.892  5.903  -7.100
H  6.898  5.521  -8.849
H  8.015  4.663  -7.752

HOMO-LUMO gap: 10.5 eV
Structure (SMILES): NC1(N)OS(=O)(=O)O[C@]1(O)F.CCOS(C)(=O)=O.CCOS(C)(=O)=O.CCOS(C)(=O)=O.CCOS(C)(=O)=O.CCOS(C)(=O)=O.CCOS(C)(=O)=O
LUMO energy: 0.3 eV

Here are the Mulliken charges for atoms 1 to 6, given in e: atom 1 (N): -0.56, atom 2 (C): 0.74, atom 3 (N): -0.64, atom 4 (O): -0.16, atom 5 (S): 1.14, atom 6 (O): -0.63


Record 5
# C20H38Cl16N2

A cluster of 10 separate species, C20H38Cl16N2 in total in a non-equilibrium geometry (ωB97M-V/def2-TZVPD, OMol25).

Cartesian coordinates (Å):
Cl  -1.544  2.548  0.766
C  -1.647  3.600  2.210
C  -2.857  3.302  3.058
Cl  -4.380  3.530  2.181
H  -1.640  4.622  1.840
H  -0.742  3.389  2.777
H  -2.885  3.904  3.965
H  -2.850  2.263  3.386
Cl  4.718  3.846  0.804
C  3.027  4.348  0.514
C  2.056  3.213  0.691
Cl  2.210  2.015  -0.657
H  2.978  4.803  -0.471
H  2.846  5.128  1.251
H  1.039  3.601  0.667
H  2.205  2.642  1.602
Cl  -0.183  -6.140  -2.014
C  -0.714  -6.635  -0.401
C  -1.944  -5.853  -0.026
Cl  -2.601  -6.416  1.556
H  0.139  -6.550  0.268
H  -0.936  -7.699  -0.460
H  -2.740  -6.030  -0.747
H  -1.827  -4.778  0.070
Cl  5.110  -2.661  -2.527
C  4.914  -1.133  -1.662
C  6.065  -0.863  -0.717
Cl  5.914  -1.796  0.799
H  3.971  -1.117  -1.117
H  4.846  -0.298  -2.362
H  6.103  0.202  -0.490
H  7.012  -1.130  -1.179
Cl  1.448  -1.237  -2.552
C  0.027  -0.276  -2.070
C  -0.338  -0.585  -0.621
Cl  -1.301  -2.060  -0.433
H  -0.811  -0.597  -2.685
H  0.224  0.783  -2.193
H  -0.969  0.216  -0.241
H  0.551  -0.540  0.006
Cl  -1.155  4.563  -3.928
C  0.515  5.094  -3.704
C  1.134  4.535  -2.442
Cl  0.261  5.223  -1.013
H  0.524  6.183  -3.654
H  1.068  4.872  -4.616
H  2.184  4.795  -2.334
H  1.076  3.452  -2.364
Cl  3.823  1.938  3.994
C  3.859  0.165  4.027
C  3.218  -0.398  2.768
Cl  1.518  0.057  2.609
H  3.349  -0.181  4.923
H  4.907  -0.115  4.094
H  3.253  -1.485  2.830
H  3.739  -0.093  1.867
Cl  -4.509  0.292  -2.366
C  -4.649  0.387  -0.585
C  -5.513  -0.687  0.050
Cl  -4.638  -2.242  -0.019
H  -5.030  1.374  -0.330
H  -3.640  0.276  -0.199
H  -6.481  -0.912  -0.385
H  -5.620  -0.490  1.115
C  -1.865  -0.968  2.961
C  -2.950  -1.774  3.512
N  -3.851  -2.352  3.920
H  -2.452  -0.301  2.317
H  -1.125  -1.467  2.343
H  -1.361  -0.423  3.756
C  -1.906  -3.599  -3.782
C  -3.181  -4.185  -3.393
N  -4.175  -4.662  -3.076
H  -1.654  -3.963  -4.779
H  -1.137  -3.955  -3.104
H  -2.030  -2.518  -3.799

HOMO-LUMO gap: 10.4 eV
Structure (SMILES): ClCCCl.ClCCCl.ClCCCl.ClCCCl.ClCCCl.ClCCCl.ClCCCl.ClCCCl.CC#N.CC#N
LUMO energy: 0.1 eV

Here are the Mulliken charges for atoms 1 to 6, given in e: atom 1 (Cl): -0.09, atom 2 (C): -0.51, atom 3 (C): -0.40, atom 4 (Cl): -0.18, atom 5 (H): 0.37, atom 6 (H): 0.29


Record 6
# C23H26ClINO3PtS

A structure of composition C23H26ClINO3PtS (ωB97M-V/def2-TZVPD, OMol25).

Cartesian coordinates (Å):
Pt  -1.161  0.634  1.662
I  -3.564  -0.264  4.290
C  -2.372  -0.752  2.544
H  -3.129  -1.158  1.867
H  -1.781  -1.587  2.933
O  -0.259  -0.914  0.593
S  0.368  -2.087  1.304
C  1.806  -2.515  0.248
C  2.292  -1.290  -0.464
C  2.928  -0.267  0.231
C  3.319  0.885  -0.427
C  3.073  1.023  -1.786
C  2.439  0.007  -2.484
C  2.043  -1.146  -1.822
C  -0.702  -3.507  0.871
C  -1.069  -3.524  -0.580
C  -0.535  -4.487  -1.433
C  -0.826  -4.473  -2.790
C  -1.654  -3.487  -3.307
C  -2.196  -2.528  -2.462
C  -1.912  -2.545  -1.106
H  1.499  -3.276  -0.467
H  2.548  -2.928  0.933
H  3.085  -0.355  1.301
H  3.767  1.697  0.129
H  3.352  1.938  -2.291
H  2.227  0.122  -3.540
H  1.512  -1.928  -2.356
H  -1.569  -3.393  1.521
H  -0.148  -4.401  1.168
H  0.112  -5.259  -1.030
H  -0.404  -5.228  -3.440
H  -1.881  -3.469  -4.365
H  -2.841  -1.754  -2.859
H  -2.324  -1.784  -0.456
Cl  -3.771  3.624  0.543
C  -2.190  4.040  1.299
C  -2.052  3.347  2.655
O  -1.997  4.051  3.649
O  -2.096  2.051  2.705
H  -2.189  5.111  1.459
H  -1.424  3.750  0.590
C  1.376  2.611  2.785
C  1.084  2.738  1.323
C  1.612  3.627  0.404
C  1.009  3.324  -0.845
C  0.143  2.270  -0.619
C  -0.731  1.540  -1.588
N  0.182  1.921  0.701
H  1.816  3.533  3.168
H  2.078  1.795  2.993
H  0.468  2.404  3.354
H  2.332  4.405  0.614
H  1.180  3.812  -1.795
H  -0.658  1.996  -2.577
H  -1.779  1.564  -1.277
H  -0.434  0.489  -1.670

HOMO-LUMO gap: 6.0 eV
Total charge: -1
LUMO energy: 2.0 eV

Here are the Mulliken charges for atoms 1 to 6, given in e: atom 1 (Pt): 0.54, atom 2 (I): -0.14, atom 3 (C): -1.28, atom 4 (H): 0.48, atom 5 (H): 0.38, atom 6 (O): -0.04


Record 7
# C20H24N3O3P

A cluster of 3 separate species, C20H24N3O3P in total in a non-equilibrium geometry (ωB97M-V/def2-TZVPD, OMol25).

Cartesian coordinates (Å):
N  -3.462  3.060  -2.987
C  -2.683  2.666  -2.141
C  -1.734  1.858  -1.105
C  -2.501  0.655  -0.353
C  -1.495  -0.142  0.630
N  -0.692  -0.708  1.337
C  -3.847  1.075  0.422
C  -5.166  1.136  -0.518
C  -6.535  1.017  0.370
C  -7.632  2.118  -0.083
O  -8.467  2.614  0.747
O  -7.723  2.577  -1.450
P  -0.804  3.073  0.027
N  0.832  2.417  0.379
O  -1.531  3.194  1.586
H  -0.926  1.356  -1.776
H  -2.803  -0.105  -1.180
H  -3.781  2.046  1.022
H  -4.055  0.232  1.198
H  -5.199  2.208  -0.965
H  -5.142  0.408  -1.404
H  -6.984  -0.049  0.342
H  -6.225  1.314  1.447
H  -8.684  2.537  -1.700
H  0.628  1.599  0.997
H  1.193  2.110  -0.539
H  -1.828  4.142  1.630
C  4.628  -0.837  2.507
C  3.410  -0.201  2.286
C  2.228  -0.938  2.291
C  2.266  -2.311  2.514
C  3.485  -2.948  2.727
C  4.666  -2.212  2.725
H  5.548  -0.262  2.509
H  3.381  0.869  2.109
H  1.279  -0.441  2.121
H  1.344  -2.885  2.521
H  3.514  -4.020  2.895
H  5.616  -2.708  2.893
C  4.318  -2.163  -0.819
C  5.597  -2.531  -1.227
C  5.938  -2.489  -2.576
C  4.997  -2.084  -3.519
C  3.715  -1.725  -3.112
C  3.376  -1.763  -1.762
H  4.056  -2.190  0.232
H  6.330  -2.849  -0.492
H  6.936  -2.772  -2.893
H  5.263  -2.049  -4.570
H  2.979  -1.415  -3.848
H  2.377  -1.482  -1.445

HOMO-LUMO gap: 9.2 eV
Structure (SMILES): N#C[C@H]([C@@H](C#N)CCCC(=O)O)P(N)O.c1ccccc1.c1ccccc1
LUMO energy: 0.0 eV

Here are the Mulliken charges for atoms 1 to 6, given in e: atom 1 (N): -0.47, atom 2 (C): -0.04, atom 3 (C): 0.15, atom 4 (C): 0.29, atom 5 (C): -0.17, atom 6 (N): -0.54